96
Properties=species:S:1:pos:R:3:forces:R:3:lowdin_charge:R:1 method="wB97M-V/def2-TZVPD" multiplicity=1 e_tot_ev=-137373.729 total_charge=0
Rh -0.099900 0.095600 -0.081100 -0.948 0.848 -0.279 0.40
C 1.860700 1.229300 6.651600 -0.097 -0.078 -0.072 -0.04
C 1.023800 -0.009800 6.296800 0.156 -0.039 0.338 -0.56
C -0.226300 -0.030500 7.179700 0.148 0.033 -0.199 -0.06
C 1.842700 -1.269900 6.608500 -0.081 0.092 -0.101 -0.04
C 0.686400 0.051300 4.815100 -1.396 0.276 0.073 -0.15
C -0.614400 0.337000 4.335800 1.247 -0.226 0.503 0.02
C -0.825200 0.424000 2.983400 -0.227 0.097 -0.027 -0.12
N 0.111800 0.235900 2.062900 1.810 -0.222 0.320 0.01
C 1.411700 0.011300 2.476300 -3.163 0.169 2.335 -0.18
C 1.664300 -0.092100 3.867700 0.676 -0.040 -1.578 0.05
C 2.411200 -0.001600 1.473500 2.066 0.038 -3.022 -0.18
C 3.803100 -0.068400 1.743000 -1.418 0.006 0.475 0.06
C 4.743600 0.088800 0.763100 0.022 0.255 -1.295 -0.15
C 4.263500 0.331800 -0.547500 0.293 -0.173 1.152 0.03
C 2.912900 0.371000 -0.766800 -0.030 -0.030 -0.409 -0.12
N 1.986900 0.164600 0.166200 0.221 -0.257 1.985 -0.03
C 6.237100 0.019700 1.009200 0.244 -0.038 0.139 -0.56
C 6.755200 -1.246100 0.316500 -0.068 0.116 0.061 -0.03
C 6.914400 1.259000 0.409400 -0.147 -0.117 0.060 -0.04
C 6.584000 -0.044200 2.497800 -0.135 0.000 -0.195 -0.06
H 2.094200 1.241400 7.715000 0.011 -0.040 0.094 0.09
H 1.315200 2.139000 6.411100 -0.031 0.129 -0.025 0.09
H 2.797200 1.235300 6.098400 0.101 0.043 -0.061 0.08
H 0.062500 -0.121800 8.224700 0.055 -0.003 0.066 0.09
H -0.859700 -0.878300 6.930600 -0.151 -0.086 -0.009 0.09
H -0.799600 0.886500 7.075700 -0.134 0.100 0.003 0.08
H 2.069600 -1.318500 7.672500 -0.003 0.033 0.070 0.09
H 2.786600 -1.277500 6.070100 0.106 -0.052 -0.053 0.07
H 1.284100 -2.162400 6.337000 -0.030 -0.150 -0.030 0.09
H -1.439600 0.512400 4.998900 -0.166 0.013 0.179 0.10
H -1.810300 0.674900 2.626200 -0.037 -0.078 -0.197 0.11
H 2.679000 -0.272900 4.173900 0.196 -0.030 0.128 0.10
H 4.113300 -0.232200 2.760100 0.046 0.036 0.129 0.10
H 4.932200 0.491900 -1.376800 0.055 0.040 -0.071 0.12
H 2.548100 0.603800 -1.752700 -0.156 -0.058 -0.050 0.08
H 6.482300 -1.241600 -0.734700 0.031 -0.056 -0.163 0.08
H 6.318700 -2.129700 0.775900 -0.030 -0.147 0.018 0.09
H 7.836900 -1.309600 0.395000 0.173 -0.011 0.022 0.09
H 6.797700 1.286800 -0.668900 0.024 0.075 -0.155 0.07
H 7.978400 1.250000 0.632000 0.128 -0.029 0.024 0.09
H 6.482000 2.166100 0.826100 -0.015 0.129 0.020 0.09
H 6.191900 -0.948200 2.956400 -0.058 -0.119 0.116 0.08
H 6.188700 0.820700 3.025400 -0.037 0.107 0.122 0.09
H 7.663100 -0.050600 2.626800 0.125 -0.011 -0.023 0.09
C 1.388900 -0.957200 -3.337400 -0.411 0.464 0.350 -0.23
Si -0.065200 0.036000 -2.499300 -0.250 0.420 0.425 0.54
C -1.534200 -0.574400 -3.613200 0.460 0.386 0.590 -0.21
C 0.076200 1.919500 -2.904100 0.131 -0.958 -0.128 -0.31
C 0.102700 2.310800 -4.235400 0.039 0.277 -0.129 -0.12
C 0.078800 3.647800 -4.587500 -0.016 0.084 -0.200 -0.10
C 0.018100 4.616900 -3.600900 0.010 0.232 -0.060 -0.10
C 0.020300 4.240700 -2.270500 0.028 0.066 -0.323 -0.12
C 0.061900 2.899600 -1.912800 0.078 0.253 1.109 -0.30
Si 0.111100 2.505400 -0.029400 -0.223 -0.408 -0.827 0.62
C -1.226500 3.560500 0.878200 0.519 -0.442 -0.444 -0.20
C 1.747100 3.223600 0.720600 -0.605 -0.379 -0.375 -0.20
H 1.057300 -1.321100 -4.306600 -0.084 -0.037 -0.153 0.01
H 1.696800 -1.818300 -2.750200 -0.038 -0.133 0.174 0.00
H 2.267600 -0.344100 -3.505600 0.200 0.131 -0.132 0.00
H -1.282400 -0.355900 -4.646700 0.125 0.030 -0.248 0.01
H -2.473800 -0.085300 -3.386900 -0.121 0.148 0.089 0.02
H -1.688600 -1.646200 -3.534400 0.062 -0.280 0.082 0.00
H 0.137300 1.563100 -5.013100 -0.017 -0.141 -0.190 0.09
H 0.092700 3.935500 -5.629200 -0.003 0.045 -0.106 0.10
H -0.028200 5.662700 -3.868000 0.010 0.120 -0.060 0.10
H -0.021200 5.001100 -1.504800 0.012 0.188 0.133 0.09
H -0.804500 4.540000 1.087500 0.072 0.207 0.053 0.01
H -1.528000 3.123700 1.824300 -0.035 -0.138 0.222 0.00
H -2.114700 3.688200 0.270500 -0.139 -0.056 -0.131 0.02
H 1.718500 4.308700 0.661400 -0.043 0.198 -0.017 0.02
H 2.641400 2.888200 0.207100 0.174 -0.088 -0.146 0.01
H 1.843200 2.954700 1.769100 -0.025 -0.056 0.276 0.01
C -2.099000 -3.312300 2.571100 0.309 0.040 0.640 -0.03
N -2.593000 -3.279000 1.227900 0.570 -1.043 -1.235 -0.10
C -1.835800 -3.557200 0.113500 -0.235 3.737 -0.331 -0.37
Se -0.086600 -2.350400 -0.077100 0.229 -3.266 0.043 0.58
N -2.705600 -3.461100 -0.947400 0.688 -0.712 1.111 0.11
C -3.967400 -3.152800 -0.524800 -0.235 -0.200 0.794 -0.20
C -5.149400 -2.916600 -1.204400 -0.327 -0.013 0.071 0.01
C -6.267300 -2.614400 -0.441400 0.247 -0.032 -0.572 -0.07
C -6.208100 -2.552700 0.946200 0.253 0.032 0.497 -0.08
C -5.025700 -2.771300 1.634900 -0.162 -0.006 -0.048 0.00
C -3.899100 -3.064500 0.881400 -0.423 -0.137 -0.824 -0.18
H -1.008200 -3.292400 2.551600 -0.128 0.107 -0.100 0.07
H -2.425000 -4.229300 3.069800 -0.051 0.100 -0.008 0.10
H -2.470100 -2.443500 3.120200 0.072 -0.059 -0.077 0.10
H -2.414700 -3.534700 -1.904600 0.268 0.208 -0.094 0.15
H -5.190900 -2.940800 -2.281900 -0.023 -0.016 -0.103 0.12
H -7.200800 -2.397200 -0.940300 -0.035 -0.023 -0.021 0.11
H -7.100300 -2.303100 1.500000 -0.062 0.017 0.052 0.10
H -4.975600 -2.690400 2.708700 -0.028 -0.009 0.126 0.11
F -2.709700 -0.732700 -1.088600 -0.199 -0.207 -0.173 -0.03
C -2.130400 0.073600 -0.146400 0.448 0.766 -0.774 -0.67
F -2.721400 -0.381200 1.005600 -0.256 -0.147 0.703 -0.01
F -2.747200 1.277800 -0.364300 -0.206 0.185 0.075 0.01